The following is a DFT calculation (ωB97M-V with the def2-TZVPD basis set) of C2H4S2 as an isolated structure in a non-equilibrium geometry.

Energy above the lowest of the compared OMol25 structures with the same formula, charge and spin (kJ/mol): 200.56
HOMO energy (hartree): -0.3129
Energy (Ha): -874.883753
Net charge: 0

```
8
Properties=species:S:1:pos:R:3:forces:R:3
C -0.9387 0.5743 -1.2617 -1.0 1.8 -0.4
C 0.9725 -0.6121 1.1601 -3.2 4.2 -2.8
S -0.9202 -0.8177 -0.2845 2.3 0.1 1.7
S -2.3466 1.1687 -1.9187 1.1 -0.8 0.3
H -0.0562 1.2207 -1.4284 -0.1 -0.8 0.3
H 1.4897 -1.4143 0.8371 1.6 -2.7 -0.4
H 0.4184 -0.5042 2.0473 -0.4 -0.6 1.1
H 1.3811 0.3844 0.8488 -0.3 -1.1 0.2
```
Forces are in eV/Å.

***

The following is a DFT calculation (ωB97M-V with the def2-TZVPD basis set) of a 2-piece molecular cluster, C2H4S2 overall in a non-equilibrium geometry.

SMILES: C=C=S.S
Energy above the lowest of the compared OMol25 structures with the same formula, charge and spin (kJ/mol): 156.89
HOMO energy (hartree): -0.3197
Energy (Ha): -874.900384
Net charge: 0

```
8
Properties=species:S:1:pos:R:3:forces:R:3
C 2.0196 -0.3056 0.2720 0.2 -1.5 -0.3
C 1.3674 0.8264 0.1528 1.0 2.2 0.1
S 0.8916 2.3711 0.1094 0.3 -2.7 0.0
H 1.4750 -1.2185 0.5804 0.1 0.7 -0.1
H 3.0897 -0.5834 -0.0256 -1.6 1.2 0.3
S -3.2144 0.3896 -0.1025 0.4 0.1 -0.1
H -3.6762 0.9948 1.0099 -0.3 -0.3 -0.3
H -4.3407 -0.2046 -0.5308 -0.1 0.2 0.4
```
Forces are in eV/Å.

***

The following is a DFT calculation (ωB97M-V with the def2-TZVPD basis set) of a 2-piece molecular cluster, C2H4S2 overall in a non-equilibrium geometry.

Energy above the lowest of the compared OMol25 structures with the same formula, charge and spin (kJ/mol): 337.15
HOMO energy (hartree): -0.3147
Energy (Ha): -874.831727
Net charge: 0

```
8
Properties=species:S:1:pos:R:3:forces:R:3
C -0.4078 -0.5014 1.1102 2.8 -3.2 2.5
C -0.4756 0.1883 -0.1711 0.6 -0.1 -1.8
S -1.1862 0.1403 2.6028 0.3 -0.3 -0.7
S -1.7414 -1.5441 1.4906 -1.0 -0.6 0.7
H 0.9920 -1.5973 1.6104 -2.6 2.8 -1.4
H -1.5586 0.4369 -0.2039 0.6 0.1 -0.6
H -0.1671 -0.5199 -1.0718 -0.6 1.7 1.9
H 0.1154 1.1189 -0.1152 -0.1 -0.5 -0.5
```
Forces are in eV/Å.

***

The following is a DFT calculation (ωB97M-V with the def2-TZVPD basis set) of a 2-piece molecular cluster, C2H5B overall in a non-equilibrium geometry.

Energy above the lowest of the compared OMol25 structures with the same formula, charge and spin (kJ/mol): 413.91
HOMO energy (alpha / beta) (hartree): -0.3369 / -0.3369
Energy (Ha): -103.834709
Net charge: 0

```
8
Properties=species:S:1:pos:R:3:forces:R:3
B 0.1308 -0.1478 0.8738 1.3 -1.1 1.9
C 0.4553 0.7681 -0.3347 1.2 0.5 -1.2
C -0.6467 -0.3462 -0.3845 -0.5 -0.4 0.3
H 0.6637 -1.2784 2.7107 -0.8 1.8 -2.6
H 0.1262 1.8482 -0.4615 0.4 -1.5 0.4
H 1.3845 0.5416 -1.0192 -1.8 0.5 1.6
H -0.4104 -1.2499 -0.9196 0.2 -0.2 -0.3
H -1.7034 -0.1356 -0.4651 -0.1 0.4 -0.1
```
Forces are in eV/Å.

***

The following is a DFT calculation (ωB97M-V with the def2-TZVPD basis set) of C2H5Br2N2 as an isolated structure in a non-equilibrium geometry.

Energy above the lowest of the compared OMol25 structures with the same formula, charge and spin (kJ/mol): 116.09
HOMO energy (alpha / beta) (hartree): -0.4952 / -0.4953
Energy (Ha): -5336.431033
Net charge: +1

```
11
Properties=species:S:1:pos:R:3:forces:R:3
C 0.6870 0.1299 0.6007 0.8 -0.7 0.8
C -1.2553 -0.7992 -0.5205 -3.0 -0.8 2.1
N 1.8428 0.7154 0.4892 0.3 0.2 2.9
N -0.0853 -0.0616 -0.4391 0.6 1.1 -0.9
Br -1.6420 -1.1826 -2.2779 -0.4 -0.1 -0.4
Br -3.1811 0.5014 0.5521 2.1 -1.1 -1.1
H 0.5445 -0.2675 1.6043 -0.9 -0.3 -0.4
H -1.5076 -1.6675 0.2039 1.0 1.8 -1.2
H 2.3401 0.9160 1.3893 -0.4 -0.2 -1.5
H 2.0401 1.2827 -0.2795 0.8 1.0 -1.5
H 0.2166 0.4330 -1.3226 -0.7 -0.8 1.1
```
Forces are in eV/Å.

***

The following is a DFT calculation (ωB97M-V with the def2-TZVPD basis set) of a 2-piece molecular cluster, C2H5Br2PS overall in a non-equilibrium geometry.

Energy above the lowest of the compared OMol25 structures with the same formula, charge and spin (kJ/mol): 308.07
HOMO energy (alpha / beta) (hartree): -0.3282 / -0.3420
Energy (Ha): -5966.700692
Net charge: 0

```
11
Properties=species:S:1:pos:R:3:forces:R:3
C -1.2361 0.2141 -0.1842 -5.1 0.5 -0.5
C -0.1256 -0.5338 0.4459 0.3 0.6 0.8
P 1.4813 0.1256 -0.0935 0.0 -1.1 -1.7
S 0.6107 0.5930 -2.8136 0.7 -0.1 0.8
Br 1.8518 1.7934 1.2069 0.0 0.7 0.5
Br 2.7632 -1.5050 0.7852 -0.1 0.4 -0.3
H -2.3349 -0.1296 0.3037 2.9 0.6 -1.2
H -1.3382 1.3285 -0.0938 0.9 -0.9 0.3
H -1.3562 0.0367 -1.2807 0.2 -0.1 0.9
H -0.1648 -1.6033 0.2083 0.1 0.3 0.2
H -0.1511 -0.3197 1.5157 0.0 -0.7 0.2
```
Forces are in eV/Å.

***

The following is a DFT calculation (ωB97M-V with the def2-TZVPD basis set) of a 2-piece molecular cluster, C2H5Br3Si overall in a non-equilibrium geometry.

Energy above the lowest of the compared OMol25 structures with the same formula, charge and spin (kJ/mol): 391.42
HOMO energy (alpha / beta) (hartree): -0.3368 / -0.3064
Energy (Ha): -8090.694558
Net charge: 0

```
11
Properties=species:S:1:pos:R:3:forces:R:3
C -2.4548 0.3815 -1.1902 -1.4 -1.0 0.1
C 1.1904 0.4973 1.0515 0.8 -2.3 0.1
Si 1.2729 -0.9755 -0.2013 -0.1 0.2 -0.4
Br 0.6558 2.1991 0.5527 -0.4 1.1 -0.6
Br 0.8253 -2.8625 0.9486 0.2 0.4 -0.1
Br 3.2974 -1.1469 -1.2240 -0.6 0.1 0.5
H -3.4474 -0.0348 -1.5493 1.6 0.5 0.5
H -1.8950 -0.0852 -0.3937 -0.2 -0.5 -0.1
H -2.2499 1.4147 -1.2475 0.0 1.0 -0.5
H 2.2170 0.5166 1.3939 0.3 0.3 0.3
H 0.5883 0.0958 1.8592 -0.2 0.2 0.2
```
Forces are in eV/Å.

***

The following is a DFT calculation (ωB97M-V with the def2-TZVPD basis set) of a 2-piece molecular cluster, C2H5BrCl2Si overall in a non-equilibrium geometry.

Energy above the lowest of the compared OMol25 structures with the same formula, charge and spin (kJ/mol): 328.74
HOMO energy (alpha / beta) (hartree): -0.3254 / -0.3254
Energy (Ha): -3863.120809
Net charge: 0

```
11
Properties=species:S:1:pos:R:3:forces:R:3
C -0.4295 -0.1003 -0.5234 1.3 3.6 0.5
C 0.0426 -0.1992 0.9537 -0.4 -0.3 1.0
Si -1.4636 -0.8467 1.9868 0.2 1.5 -2.0
Cl -3.7377 0.7831 0.0573 1.1 -0.9 1.2
Cl -2.0888 -2.6914 1.5831 -0.1 -0.1 0.0
Br -1.6526 -0.2110 4.0136 -0.2 0.1 0.3
H 0.0005 -0.7223 -1.2129 1.1 -2.5 -1.1
H -1.4751 -0.0904 -0.6181 -1.4 -0.1 -0.1
H -0.1089 0.8758 -1.0384 -0.5 -0.8 1.4
H 0.4562 0.7397 1.4443 -0.8 -1.1 -0.8
H 0.7942 -1.0082 1.1639 -0.5 0.6 -0.4
```
Forces are in eV/Å.

***

The following is a DFT calculation (ωB97M-V with the def2-TZVPD basis set) of a 2-piece molecular cluster, C2H5BrCl2Si overall in a non-equilibrium geometry.

SMILES: C/C=[Si](/Cl)Br.Cl
Energy above the lowest of the compared OMol25 structures with the same formula, charge and spin (kJ/mol): 355.29
HOMO energy (hartree): -0.3075
Energy (Ha): -3863.110697
Net charge: 0

```
11
Properties=species:S:1:pos:R:3:forces:R:3
C -1.5176 1.2304 -0.1060 -1.2 -1.1 2.0
C -1.2897 -0.1504 -0.5289 2.6 -3.1 -0.1
Si 0.3776 -0.7298 -0.5765 -1.3 0.8 -0.1
Cl 1.2799 -2.4896 -0.9770 -0.3 -0.3 -0.1
Br 2.0937 0.7096 -0.5970 -0.5 0.1 -0.1
H -0.6439 1.8453 -0.0999 0.2 0.6 -0.2
H -2.3106 1.4755 -0.7415 -1.0 1.7 -1.1
H -1.9933 1.1560 0.9062 0.6 0.6 -0.5
H -2.1221 -0.8975 -0.5213 0.8 0.8 -0.1
Cl 3.4293 -1.4102 2.0556 -0.5 0.4 -0.5
H 2.6967 -0.7393 1.1863 0.7 -0.5 0.7
```
Forces are in eV/Å.

***

The following is a DFT calculation (ωB97M-V with the def2-TZVPD basis set) of a 2-piece molecular cluster, C2H5BrClN overall in a non-equilibrium geometry.

Energy above the lowest of the compared OMol25 structures with the same formula, charge and spin (kJ/mol): 114.83
HOMO energy (hartree): -0.3023
Energy (Ha): -3168.131874
Net charge: 0

```
10
Properties=species:S:1:pos:R:3:forces:R:3
C -0.8505 -0.9129 -0.1124 -0.2 -0.7 0.2
C 0.4717 1.0387 0.4043 -0.6 -1.1 -0.6
N -0.5161 0.4769 -0.2769 1.3 1.0 0.2
Cl 1.0534 2.5513 -0.0357 0.0 -0.1 0.0
Br 2.6343 -0.8889 0.0291 -0.7 0.6 0.1
H -1.8861 -1.0751 -0.4020 0.0 0.1 0.1
H -0.1910 -1.5274 -0.7327 0.1 0.1 0.1
H -0.7008 -1.2087 0.9221 0.0 0.0 0.0
H 0.7225 0.6649 1.3833 0.1 -0.1 0.0
H -0.7373 0.8814 -1.1791 0.1 0.1 0.1
```
Forces are in eV/Å.

***

The following is a DFT calculation (ωB97M-V with the def2-TZVPD basis set) of a single C2H5BrClN molecule in a non-equilibrium geometry.

SMILES: ClNCCBr
Energy above the lowest of the compared OMol25 structures with the same formula, charge and spin (kJ/mol): 267.72
HOMO energy (hartree): -0.3419
Energy (Ha): -3168.073643
Net charge: 0

```
10
Properties=species:S:1:pos:R:3:forces:R:3
Cl 0.2810 -1.9715 1.4848 -0.5 0.7 -0.2
N -0.8182 -1.2704 0.3272 0.9 1.9 -1.7
C -0.5564 0.3803 -0.0925 2.9 -4.5 5.4
C 0.9075 0.5206 -0.4629 -0.1 -2.1 -2.5
Br 1.3320 2.3446 -0.8233 -0.1 0.8 -0.6
H -1.7642 -1.3464 0.6926 0.3 0.2 0.4
H -1.3125 0.4262 -0.7488 -2.1 0.8 -2.9
H -0.7781 0.8110 0.8502 -0.3 1.2 0.6
H 0.9298 -0.1659 -1.4173 0.8 1.6 1.5
H 1.7792 0.2717 0.1901 -1.7 -0.5 0.0
```
Forces are in eV/Å.

***

The following is a DFT calculation (ωB97M-V with the def2-TZVPD basis set) of a 2-piece molecular cluster, C2H5BrClN overall in a non-equilibrium geometry.

Energy above the lowest of the compared OMol25 structures with the same formula, charge and spin (kJ/mol): 471.46
HOMO energy (alpha / beta) (hartree): -0.3528 / -0.3176
Energy (Ha): -3167.996041
Net charge: 0

```
10
Properties=species:S:1:pos:R:3:forces:R:3
C 0.2640 0.4998 0.5516 -1.7 -2.8 0.3
C 0.9948 -0.3004 -0.4722 1.9 6.5 -0.9
N -1.9186 0.1703 -0.3390 2.1 0.9 -0.7
Cl -2.1953 -1.4840 -0.1349 -0.3 0.3 0.6
Br 2.9973 -0.2474 -0.0974 -0.1 0.0 0.5
H 0.4031 1.5261 0.6651 0.2 1.6 -0.4
H -0.0703 0.0384 1.5146 0.5 0.1 -1.1
H 1.1607 0.2806 -1.4729 -1.4 -1.6 1.7
H 0.8451 -1.2787 -0.4652 -1.2 -4.0 -0.5
H -2.4807 0.7954 0.2503 -0.1 -1.0 0.6
```
Forces are in eV/Å.